ORCA calculation (ωB97M-V/def2-TZVPD) on a cluster of 3 separate species, C17H34NO4 in total at a distorted geometry.

Each line ends with the Löwdin charge.
Cartesian coordinates (Å):
O 1.04 1.35 0.44  -0.177
O -4.78 -3.30 -3.92  -0.159
O 4.66 2.43 2.36  -0.166
O -3.59 -2.97 -0.88  -0.132
N -0.68 -2.75 1.30  0.088
C 5.81 3.28 2.28  -0.198
C 6.72 2.90 3.43  -0.170
C 1.64 3.64 0.55  -0.162
C -3.35 -2.31 -2.15  -0.155
C -1.34 -0.73 2.04  -0.087
C -2.67 -1.39 1.46  -0.063
C 6.41 1.42 3.60  -0.173
C -2.16 -2.86 1.16  -0.180
C 0.87 1.92 -0.87  -0.202
C 0.78 3.42 -0.68  -0.168
C 4.92 1.38 3.30  -0.214
C -2.31 -3.30 -0.36  -0.173
C -5.64 -1.94 -5.84  -0.075
C -4.52 -2.89 -5.25  -0.263
C 1.34 2.41 1.37  -0.200
C -4.69 -2.23 -3.00  -0.178
C -0.15 -1.66 1.72  0.080
H 0.94 -1.49 1.81  0.166
H -5.29 -0.90 -5.63  0.065
H -6.61 -2.04 -5.31  0.084
H 7.77 3.11 3.23  0.117
H -0.26 3.71 -0.47  0.116
H -3.50 -2.49 -5.42  0.120
H 4.32 1.57 4.20  0.117
H -0.01 1.49 -1.34  0.111
H -2.63 -2.86 -2.79  0.137
H -4.70 -1.22 -3.46  0.121
H -1.51 -2.73 -0.90  0.129
H -1.20 0.36 1.91  0.118
H 5.49 4.33 2.32  0.119
H -5.72 -2.01 -6.94  0.077
H 6.65 1.03 4.59  0.116
H -5.52 -2.35 -2.27  0.140
H 4.60 0.42 2.87  0.112
H 6.42 3.44 4.34  0.118
H -3.42 -1.29 2.27  0.126
H -3.00 -0.83 0.56  0.118
H -0.21 -3.60 0.97  0.183
H -2.11 -4.40 -0.38  0.145
H -1.47 -0.89 3.14  0.138
H -2.56 -3.55 1.93  0.166
H 1.75 1.64 -1.47  0.120
H 1.42 4.57 1.07  0.121
H 6.29 3.10 1.31  0.119
H 6.96 0.84 2.85  0.117
H -4.58 -3.82 -5.87  0.120
H 2.17 2.12 2.01  0.100
H 1.11 3.97 -1.56  0.118
H 2.70 3.65 0.26  0.117
H -3.04 -1.27 -1.92  0.124
H 0.45 2.56 2.00  0.113

Summary:
- relative energy (zero: lowest compared OMol25 entry of this formula, charge and spin) (kJ/mol) = 378.1
- maximum force (Eh/bohr) = 0.0459
- LUMO energy (eV) = -3.95
- total charge = +1